No. 1
46
Properties=species:S:1:pos:R:3:forces:R:3 method="wB97M-V/def2-TZVPD" homo_lumo_gap_ev=10.51 energy_ha=-1164.46760 largest_force_ev_per_a=11.169 e_above_lowest_kj_mol=638.6 lumo_energy_ha=-0.003 smiles="O=CNCCO.O.O.O.O.O.O.O.O.O.O.O" total_charge=0
O 1.214 -1.922 -2.855 -0.32 -0.25 0.40
C 0.325 -1.334 -2.270 2.50 1.61 -0.68
N 0.579 -0.138 -1.583 -0.29 -1.64 0.34
C -0.500 0.451 -0.813 1.15 0.90 2.36
C 0.130 1.749 -0.206 0.86 -1.02 -0.74
O 1.300 1.463 0.616 1.16 -0.83 -2.82
H -0.712 -1.633 -2.387 -0.50 0.05 0.54
H 1.490 0.355 -1.544 -0.46 -1.35 -0.62
H -1.134 0.701 -1.580 -2.53 1.07 -0.93
H -1.024 -0.153 -0.017 0.91 0.15 -0.92
H 0.429 2.292 -1.086 0.47 0.55 -0.30
H -0.395 2.451 0.387 -1.33 0.11 0.53
H 2.022 1.098 -0.038 -1.22 1.23 1.85
O -2.902 1.856 3.907 3.62 -1.50 -0.85
H -1.895 2.072 3.756 -2.85 0.08 0.48
H -2.744 0.868 3.816 -0.67 1.28 0.58
O 0.491 -3.651 2.315 3.88 -1.94 1.55
H 0.788 -3.190 1.533 0.02 0.63 -0.71
H 1.471 -4.015 2.592 -3.81 1.16 -0.70
O -2.947 0.429 1.391 -0.39 -1.55 0.39
H -3.537 0.885 2.001 0.06 0.53 0.13
H -3.126 -0.525 1.597 0.45 1.06 -0.35
O 4.175 -1.988 -1.891 2.20 0.78 -2.99
H 4.355 -1.931 -0.997 -0.37 -0.35 2.89
H 3.285 -2.096 -2.147 -1.97 -0.25 0.24
O 0.055 0.683 -4.787 -2.56 -0.42 -1.02
H 0.446 0.712 -3.936 0.65 0.01 1.36
H -0.909 0.458 -4.612 1.87 0.47 -0.38
O 1.999 -1.930 0.447 0.44 0.20 0.42
H 1.816 -1.228 1.108 0.61 -0.55 1.01
H 1.228 -1.691 -0.039 -0.84 -0.34 -1.62
O 3.430 0.998 -1.302 1.09 -2.80 0.28
H 3.975 0.116 -1.394 -1.60 1.92 0.04
H 3.870 1.586 -1.906 0.19 0.60 -0.40
O -2.806 3.351 -0.710 1.79 1.60 2.54
H -3.246 3.002 -1.432 -1.31 -1.33 -2.08
H -2.488 2.591 -0.207 -0.29 0.34 -0.28
O 1.118 -0.334 2.344 3.54 3.00 -1.42
H 2.092 0.013 2.586 -3.29 -1.28 -0.16
H 1.011 0.373 1.506 0.08 -1.25 2.30
O -3.478 0.849 -1.226 -0.82 -0.40 -1.66
H -3.254 0.789 -0.309 0.25 -0.32 1.36
H -4.412 0.610 -1.234 0.08 0.04 -0.18
O -0.796 -1.459 3.756 -4.86 -6.96 7.26
H -0.336 -1.141 3.130 5.57 4.25 -7.19
H -0.452 -2.443 3.721 -1.17 2.70 0.16

***

No. 2
56
Properties=species:S:1:pos:R:3:forces:R:3 method="wB97M-V/def2-TZVPD" homo_lumo_gap_ev=8.88 energy_ha=-1547.81100 largest_force_ev_per_a=3.139 e_above_lowest_kj_mol=212.8 lumo_energy_ha=-0.084 total_charge=+1
C 0.338 -1.511 1.635 1.63 1.31 -0.67
N 1.402 -1.081 0.717 0.79 -0.28 -0.28
C 2.014 -2.183 -0.045 -1.15 1.28 -1.65
C 3.246 -1.673 -0.812 0.73 -0.78 0.50
S 4.723 -2.532 -0.090 0.05 0.84 -0.41
C -0.790 -0.477 1.635 -0.86 -1.23 0.87
N -0.850 0.309 0.381 0.62 -0.03 0.10
C -2.084 -1.190 1.948 -2.89 1.19 -0.29
H 0.709 -1.638 2.652 -0.19 -0.17 0.08
H 0.039 -2.458 1.223 -0.72 -0.47 0.12
H 2.188 -0.575 1.114 -0.48 0.24 0.62
H 1.311 -2.411 -0.861 -0.29 -0.48 0.37
H 2.181 -3.070 0.556 0.33 -0.14 0.02
H 3.352 -0.590 -0.778 0.15 -0.01 0.82
H 3.221 -1.803 -1.895 -0.22 -0.71 0.09
H 4.341 -3.755 -0.465 -0.05 -0.07 -0.06
H -0.720 0.230 2.459 0.68 0.08 -0.15
H -0.353 -0.162 -0.390 -0.16 -0.12 -0.03
H -1.791 0.566 0.052 0.10 0.00 -0.16
H -0.291 1.151 0.520 -0.32 0.26 -0.03
H -2.737 -1.669 1.213 1.38 -0.81 -0.84
H -2.077 -1.834 2.819 0.38 0.11 0.17
H -2.864 -0.417 2.098 0.49 0.16 0.95
H 0.286 2.326 3.049 0.51 0.17 0.03
H 1.302 1.891 4.147 0.25 0.14 -0.48
O 0.392 1.823 3.859 -1.24 -0.36 0.40
H 0.589 5.113 -0.198 0.15 -0.19 0.64
H 0.950 4.423 -1.427 0.29 -0.32 -0.08
O 1.134 4.365 -0.480 -0.38 0.31 -0.67
H 0.788 -1.159 -4.924 -0.22 -0.28 -0.10
H 0.391 -2.184 -3.782 -0.12 -0.52 -0.54
O 1.063 -1.562 -4.097 0.17 0.17 0.52
H 0.261 -0.542 -2.926 0.13 0.54 0.11
H 0.918 0.634 -2.232 -0.03 0.08 0.03
O 0.051 0.228 -2.344 0.37 -0.29 -0.01
H -2.773 -0.277 -1.924 -0.24 0.01 0.31
H -1.765 0.790 -2.281 -0.17 0.17 0.20
O -2.578 0.657 -1.763 0.18 0.03 -0.34
H -1.902 3.431 2.334 -0.20 -0.04 0.04
H -2.696 2.798 1.120 0.49 0.51 0.40
O -1.813 3.125 1.429 0.31 -0.48 -0.27
H 0.054 -4.418 -2.560 0.07 -0.21 0.01
H -0.993 -4.452 -3.687 0.03 -0.08 0.03
O -0.612 -3.890 -3.005 0.01 0.49 -0.09
H 2.364 2.488 -0.421 0.05 0.31 0.08
H 3.709 1.728 -0.513 -0.01 0.16 -0.03
O 2.884 1.782 -0.019 -0.03 -0.11 -0.20
H -4.590 -1.548 -1.693 -0.12 -0.12 0.15
H -4.028 -2.179 -0.397 -0.19 -0.09 -0.02
O -3.777 -1.790 -1.237 0.12 0.01 -0.25
H 3.509 2.353 3.298 0.02 -0.08 0.03
H 3.108 2.224 1.832 -0.22 -0.30 0.01
O 2.868 1.920 2.723 0.54 0.34 0.03
H -4.512 3.663 0.650 -0.04 -0.01 -0.11
H -4.821 2.276 1.212 -0.10 0.01 -0.10
O -4.265 2.734 0.571 -0.38 -0.10 0.11

***

No. 3
42
Properties=species:S:1:pos:R:3:forces:R:3 method="wB97M-V/def2-TZVPD" homo_lumo_gap_ev="7.77 / 5.82" spin_multiplicity=5 energy_ha=-1517.39435 largest_force_ev_per_a=3.740 lumo_energy_ha="-0.238 / -0.396" s_squared=6.034 total_charge=+2
Ir 0.128 0.380 1.216 -0.43 -0.68 0.83
P -2.047 0.174 0.808 -3.46 0.20 -1.42
C -2.090 0.603 -1.005 -0.58 -0.27 0.37
C -0.815 1.198 -1.504 0.21 0.94 -0.05
N 0.284 1.109 -0.712 -0.01 -0.31 0.07
C 1.527 1.476 -1.103 -0.26 -0.03 -0.89
C 1.642 2.179 -2.283 1.19 -0.39 0.02
C 0.515 2.402 -3.062 -0.18 0.07 -0.24
C -0.728 1.893 -2.704 -0.32 0.30 0.38
C 2.695 1.005 -0.269 -0.14 0.38 0.47
P 2.201 -0.366 0.894 3.37 -1.04 -1.18
H -1.647 2.149 -3.259 0.72 -0.51 0.11
H 2.661 2.461 -2.598 -0.78 0.06 -0.02
H 0.609 2.950 -3.986 0.04 0.14 -0.10
H 3.539 0.651 -0.881 -0.31 0.25 0.06
H 3.040 1.846 0.347 0.12 -0.15 -0.04
H -2.303 -0.331 -1.571 0.12 0.44 0.13
H -2.926 1.317 -1.139 0.32 -0.43 -0.13
H -1.171 -2.517 -1.871 0.54 -0.38 0.59
O -1.599 -2.248 -2.677 -0.76 0.24 -0.11
H -2.406 -2.787 -2.688 0.25 0.13 -0.29
H -0.229 -2.552 1.022 0.01 -0.14 0.10
O -0.196 -3.075 0.212 -0.33 -0.51 0.22
H -0.408 -3.985 0.509 0.21 0.54 -0.31
C 2.716 -1.877 0.013 -0.37 -0.03 0.07
H 3.670 -1.695 -0.503 -0.32 -0.06 0.12
H 2.842 -2.672 0.748 0.07 -0.02 0.03
H 1.922 -2.210 -0.661 0.30 0.14 -0.12
C 3.286 -0.292 2.353 -0.41 0.15 0.26
H 3.183 -1.246 2.889 0.13 0.25 -0.14
H 4.330 -0.135 2.045 -0.29 -0.10 0.00
H 2.959 0.516 3.021 0.22 -0.16 -0.16
C -2.981 1.549 1.606 0.39 0.19 0.42
H -3.905 1.778 1.048 0.35 -0.35 0.10
H -3.229 1.278 2.646 0.10 0.03 -0.41
H -2.369 2.461 1.644 -0.15 -0.23 -0.06
C -3.108 -1.269 1.062 0.12 -0.44 0.06
H -3.396 -1.309 2.122 0.11 -0.03 -0.28
H -4.017 -1.193 0.451 0.18 0.14 0.11
H -2.581 -2.193 0.787 -0.18 0.27 0.07
N 0.259 1.542 4.045 -0.17 -0.48 -0.38
C 0.142 1.036 2.985 0.38 1.87 1.75

***

No. 4
14
Properties=species:S:1:pos:R:3:forces:R:3 method="wB97M-V/def2-TZVPD" homo_lumo_gap_ev=10.44 energy_ha=-2856.51832 largest_force_ev_per_a=6.033 e_above_lowest_kj_mol=25.2 lumo_energy_ha=-0.161 smiles="[H]/N=C/[C@H](Br)C(N)=[NH2+]" total_charge=+1
H 1.556 -2.773 0.639 -0.60 0.68 -0.32
N 1.066 -1.859 0.618 -1.56 0.79 -2.77
C 0.439 -1.589 -0.510 1.82 -1.42 2.78
C -0.247 -0.345 -0.870 1.36 3.65 2.55
Br 0.900 0.404 -2.363 -0.86 -0.22 0.96
C -0.319 0.823 0.371 -1.56 -2.77 -5.13
N 0.366 0.626 1.425 -0.62 -0.12 -2.06
N -1.212 1.785 0.081 1.47 0.77 1.13
H 0.386 -2.194 -1.386 0.37 -1.28 -0.33
H -1.232 -0.459 -1.258 -0.64 -0.25 -0.33
H 0.793 -0.264 1.572 0.91 -1.19 0.38
H 0.186 1.355 1.991 0.29 2.44 3.87
H -1.462 1.775 -0.899 -0.25 0.50 0.14
H -1.220 2.716 0.587 -0.14 -1.61 -0.87

***

No. 5
101
Properties=species:S:1:pos:R:3:forces:R:3 method="wB97M-V/def2-TZVPD" homo_lumo_gap_ev=6.56 energy_ha=-1966.74038 largest_force_ev_per_a=8.598 e_above_lowest_kj_mol=1488.3 lumo_energy_ha=0.077 total_charge=-1
C -1.799 -0.118 2.642 -0.38 -0.65 -0.90
C -1.099 0.063 1.135 -0.95 0.34 0.84
O -1.597 -1.076 0.297 2.09 1.77 0.47
C -0.441 -1.784 -0.274 0.57 -0.21 -1.26
Nb 0.599 -3.141 1.299 0.01 -0.43 -1.45
C 2.481 -3.079 -0.043 0.66 0.57 -1.14
C 3.715 -2.225 0.641 1.36 0.01 -0.93
C 5.014 -3.183 1.067 -3.02 -5.71 1.08
O 4.708 -4.479 1.315 2.98 7.96 -1.28
N 6.432 -2.609 1.170 -2.57 0.56 2.61
C 6.915 -2.578 2.604 1.69 0.76 4.08
C 7.669 -1.178 3.117 -0.44 -3.03 2.98
C 8.186 -1.039 4.670 -1.55 -3.25 -0.72
C 7.983 -2.255 5.788 -1.48 -0.91 -4.56
C 7.271 -3.651 5.253 0.63 3.74 -2.50
C 6.757 -3.794 3.703 1.29 2.41 1.07
H -1.275 -0.989 3.249 -0.96 2.05 -1.28
H -1.876 0.889 3.235 0.36 -1.91 -1.11
H -2.900 -0.502 2.422 2.24 0.89 0.48
H 0.075 0.102 1.184 -2.37 -0.32 -0.05
H -1.485 1.090 0.670 0.75 -2.14 0.84
H 0.352 -1.059 -0.794 -1.85 -1.14 0.79
H -0.834 -2.530 -1.118 0.63 1.59 1.62
H 1.256 -1.678 2.153 0.28 0.40 0.48
H -0.932 -3.109 2.303 -0.19 -0.01 0.08
H 0.015 -4.633 0.399 0.03 -0.44 -0.01
H 1.423 -4.202 2.538 0.18 0.04 0.35
H 2.169 -2.476 -1.023 0.71 -1.20 1.87
H 2.778 -4.151 -0.411 -0.22 2.07 0.88
H 3.358 -1.572 1.568 0.99 -1.56 -1.86
H 4.129 -1.499 -0.194 -0.64 -1.09 1.73
H 6.300 -1.590 0.913 0.37 -1.53 0.30
H 7.826 -0.278 2.379 -0.38 -2.01 1.61
H 8.727 -0.055 5.040 -1.37 -2.17 -1.03
H 8.329 -2.169 6.915 -0.76 -0.05 -2.72
H 7.108 -4.534 6.005 0.31 1.89 -1.76
H 6.242 -4.822 3.405 1.18 2.67 0.47
C -4.278 0.458 -0.418 0.25 -0.15 0.22
O -4.335 1.863 -0.193 -0.01 0.29 -0.55
C -3.649 2.603 -1.207 -0.48 0.09 0.42
C -4.632 3.227 -2.202 0.40 -0.44 -0.12
O -5.288 2.222 -2.982 -0.41 0.29 0.50
C -6.616 1.972 -2.533 0.15 -0.17 -0.19
H -4.985 -0.027 0.260 0.05 0.16 -0.01
H -4.549 0.201 -1.445 -0.02 0.04 -0.05
H -3.271 0.089 -0.197 -0.28 -0.12 -0.21
H -2.915 1.972 -1.723 -0.11 0.03 0.03
H -3.104 3.407 -0.700 -0.01 0.02 -0.07
H -4.073 3.858 -2.900 0.03 0.02 0.02
H -5.363 3.862 -1.686 0.04 -0.14 0.02
H -7.263 2.809 -2.812 -0.11 0.04 0.07
H -6.656 1.818 -1.451 0.04 0.04 -0.03
H -6.980 1.068 -3.026 0.09 0.11 0.02
C -11.318 -2.600 -4.407 -0.18 0.09 -0.03
O -11.982 -1.470 -3.848 0.44 -0.15 0.17
C -11.435 -1.092 -2.581 -0.24 0.46 -0.34
C -10.527 0.134 -2.710 0.34 -0.55 0.12
O -9.339 -0.177 -3.448 -0.50 0.14 -0.20
C -9.397 0.298 -4.789 0.15 -0.08 0.13
H -11.636 -2.705 -5.447 -0.06 0.08 0.15
H -10.231 -2.483 -4.385 -0.03 0.00 0.05
H -11.604 -3.505 -3.860 0.11 -0.04 -0.03
H -10.900 -1.931 -2.119 0.05 0.13 -0.10
H -12.281 -0.836 -1.934 0.07 0.01 0.00
H -10.208 0.444 -1.710 -0.04 -0.02 0.00
H -11.063 0.974 -3.168 -0.01 -0.15 -0.02
H -9.287 1.387 -4.800 -0.05 0.03 -0.10
H -10.334 0.017 -5.278 0.00 0.03 0.05
H -8.568 -0.144 -5.345 -0.03 0.03 0.17
C 10.629 2.047 5.575 -0.18 -0.06 -0.09
O 9.307 2.575 5.553 0.40 0.25 0.26
C 9.094 3.548 6.581 -0.39 0.05 -0.53
C 9.135 4.971 6.018 0.48 -0.18 0.34
O 10.452 5.314 5.573 -0.33 -0.23 -0.28
C 10.579 5.244 4.157 0.09 0.06 0.18
H 10.787 1.480 4.654 -0.13 0.05 0.10
H 11.381 2.839 5.629 -0.03 0.00 0.04
H 10.743 1.370 6.428 0.12 0.02 0.00
H 9.822 3.425 7.393 0.01 0.08 -0.13
H 8.096 3.361 6.994 0.06 0.05 -0.01
H 8.875 5.674 6.816 -0.02 -0.04 0.00
H 8.404 5.095 5.210 0.09 -0.13 0.06
H 10.053 6.086 3.697 -0.03 -0.05 -0.11
H 10.186 4.303 3.761 -0.03 0.04 0.03
H 11.639 5.312 3.903 -0.09 0.04 0.14
C -0.417 -0.416 -6.516 -0.25 -0.20 -0.02
O -1.460 -1.243 -6.012 0.40 0.31 0.08
C -1.221 -1.654 -4.662 -0.62 0.07 0.01
C -2.067 -0.843 -3.676 0.61 0.01 0.14
O -1.645 0.524 -3.633 -0.23 -0.13 -0.35
C -2.512 1.380 -4.369 0.01 -0.04 0.21
H -0.755 0.027 -7.457 -0.05 -0.12 0.08
H -0.167 0.391 -5.822 0.00 -0.05 0.03
H 0.473 -1.022 -6.715 0.08 0.10 0.02
H -0.155 -1.585 -4.414 -0.13 0.09 0.03
H -1.514 -2.707 -4.594 0.03 0.07 0.05
H -1.924 -1.252 -2.670 0.01 0.01 -0.04
H -3.133 -0.916 -3.920 0.11 0.03 -0.11
H -3.453 1.508 -3.824 0.06 -0.07 -0.32
H -2.716 0.989 -5.369 0.01 -0.03 0.00
H -2.030 2.355 -4.468 0.09 -0.07 0.07